[1]
Density functional theory data (ωB97M-V with the def2-TZVPD basis set) for 3 unconnected molecules or ions with the total composition C16H29N2O8S.

Values from the calculation:
Total charge: +1
HOMO (Eh): -0.4434

Each line ends with the natural charge from an NBO analysis.
CARTESIAN COORDINATES (ANGSTROEM)
S (-4.95947, 3.12781, 1.95846)  2.37
O (0.23611, -4.41977, 2.93637)  -0.72
O (-1.18557, -2.85987, 1.10884)  -0.75
O (-4.02460, 2.61297, 2.91315)  -0.94
O (-5.69459, 4.30538, 2.24429)  -0.89
O (4.28415, -4.67919, -1.19979)  -0.75
O (-6.03686, 2.00824, 1.64114)  -0.86
O (1.95857, 3.54026, -1.20427)  -0.50
O (4.71721, -5.14900, -3.95768)  -0.71
N (0.15123, 2.03221, -1.37308)  -0.08
N (0.89741, 0.95727, -1.31093)  -0.13
C (-1.75872, 1.00297, -0.47038)  0.03
C (-1.01935, -0.14781, -0.38917)  -0.12
C (0.30917, -0.12938, -0.82744)  0.15
C (5.70601, -4.52835, -3.15240)  -0.09
C (-4.02163, 3.37974, 0.43712)  -0.68
C (1.59194, -2.40102, -0.84369)  -0.06
C (1.06494, -1.33072, -0.76115)  -0.11
C (-3.19445, 1.02172, -0.01952)  -0.46
C (-1.02051, -3.84568, 3.29654)  -0.10
C (2.24033, 3.91173, 1.19431)  -0.64
C (1.78697, 4.50899, -0.14276)  -0.07
C (-1.24468, -2.57651, 2.50549)  -0.09
C (5.07128, -3.78532, -1.99769)  -0.10
C (0.85866, 3.24262, -1.94111)  0.12
C (-1.11183, 2.12017, -0.98560)  0.06
C (-4.03533, 2.20630, -0.53504)  -0.42
H (4.04613, -5.49085, -3.35532)  0.47
H (6.26756, -3.84119, -3.78484)  0.19
H (-3.64051, 0.09405, -0.36743)  0.25
H (2.06055, -3.34128, -0.65412)  0.27
H (0.93601, -3.86846, 3.30190)  0.47
H (4.88686, -5.26615, -0.73143)  0.48
H (2.45132, 2.85667, 1.06662)  0.23
H (-3.02527, 3.60319, 0.81081)  0.24
H (-1.61733, 3.06527, -1.07056)  0.24
H (-0.49283, -3.52584, 1.00589)  0.49
H (0.73360, 4.77715, -0.07265)  0.16
H (2.36380, 5.38733, -0.40600)  0.21
H (5.82961, -3.29548, -1.38021)  0.17
H (-5.06332, 1.86796, -0.63143)  0.24
H (-1.06568, -3.65695, 4.37218)  0.18
H (-2.22275, -2.14661, 2.72428)  0.19
H (-5.61571, 1.18998, 1.34551)  0.50
H (-1.43175, -1.07271, -0.00829)  0.29
H (0.12661, 4.04405, -2.01451)  0.18
H (-3.20235, 1.03889, 1.07090)  0.26
H (1.45532, 4.02541, 1.93585)  0.22
H (-1.77648, -4.58393, 3.03474)  0.20
H (-4.42953, 4.28679, 0.00106)  0.27
H (1.16704, 2.95315, -2.94236)  0.22
H (4.38071, -3.03174, -2.37581)  0.18
H (6.39395, -5.29474, -2.77136)  0.16
H (-3.74157, 2.51991, -1.53326)  0.23
H (-0.46957, -1.83875, 2.75594)  0.15
H (3.12921, 4.41918, 1.54989)  0.23



[2]
Density functional theory data (ωB97M-V with the def2-TZVPD basis set) for a molecular structure, C27H21N4O7STi.

Values from the calculation:
Total charge: +1
HOMO (Eh): -0.3781

Each line ends with the natural charge from an NBO analysis.
CARTESIAN COORDINATES (ANGSTROEM)
Ti (0.32619, -0.12332, 0.32883)  1.79
S (-2.59483, 0.61803, 1.91488)  1.31
O (-1.20662, 0.60534, 1.20527)  -0.93
O (0.25088, -1.90851, 0.81764)  -0.73
O (0.67750, 3.75855, 0.66241)  -0.45
O (-1.11076, -3.70681, 0.76578)  -0.50
O (-3.20650, -4.23220, -3.92255)  -0.71
O (2.10207, 2.83877, -1.91770)  -0.49
O (-3.12956, -2.42574, -5.31179)  -0.70
N (-0.96659, -0.79818, -1.16853)  -0.52
N (1.79701, -0.58208, -1.19975)  -0.50
N (0.93888, 1.63801, -0.30190)  -0.77
N (1.48234, 0.60841, 2.00707)  -0.50
C (1.86851, 2.69760, 3.09523)  -0.19
C (2.14302, -1.81357, -1.59422)  0.09
C (-1.23376, -2.11351, -1.01509)  0.04
C (-0.72656, -2.69528, 0.27053)  0.76
C (0.96952, 2.60363, 0.72590)  0.67
C (2.69495, 0.31242, -3.22776)  -0.18
C (-3.22575, -2.06619, 2.35904)  -0.20
C (-4.49249, -3.30145, 0.70623)  0.08
C (1.92468, -0.04421, 3.08480)  0.08
C (-5.06622, -4.59049, 0.20589)  -0.65
C (-4.60686, -2.14167, -0.06362)  -0.21
C (-3.33900, -0.92712, 1.56724)  -0.28
C (-4.05011, -0.95422, 0.36446)  -0.19
C (3.03816, -0.96819, -3.64053)  -0.10
C (1.70745, 1.80828, -1.45297)  0.65
C (2.07933, 0.45774, -2.00558)  0.12
C (-1.99758, -0.88656, -3.30332)  -0.21
C (2.35339, 2.01938, 4.20774)  -0.11
C (-2.13872, 0.51553, 3.63252)  -0.81
C (-2.94528, -3.07592, -4.27932)  0.72
C (2.76998, -2.04205, -2.80540)  -0.22
C (-1.35999, -0.18770, -2.29829)  0.04
C (-3.81844, -3.23643, 1.92670)  -0.18
C (2.38534, 0.63302, 4.20119)  -0.23
C (-2.23389, -2.25074, -3.15608)  0.00
C (-1.83401, -2.87878, -1.97682)  -0.14
C (1.45498, 1.95600, 2.01112)  0.12
H (1.90275, -2.62331, -0.91841)  0.23
H (1.90580, -1.12614, 3.03513)  0.23
H (-5.13365, -2.17574, -1.00954)  0.25
H (-2.02722, -3.93632, -1.85008)  0.28
H (-4.15281, -0.05453, -0.23244)  0.24
H (2.70784, 2.56910, 5.06928)  0.25
H (1.82132, 3.77651, 3.04490)  0.27
H (-1.65770, 1.46090, 3.87582)  0.26
H (3.02938, -3.05181, -3.08822)  0.25
H (-3.73045, -4.12964, 2.53043)  0.24
H (2.76196, 0.07657, 5.04716)  0.25
H (-4.97072, -5.38548, 0.94182)  0.23
H (-1.15017, 0.87351, -2.37236)  0.22
H (-1.45923, -0.31856, 3.79443)  0.25
H (-3.05174, 0.40310, 4.21561)  0.27
H (-2.31351, -0.41324, -4.22429)  0.28
H (3.51072, -1.12624, -4.60033)  0.25
H (-2.68879, -2.05631, 3.29688)  0.22
H (2.89117, 1.19206, -3.82457)  0.27
H (-4.54506, -4.89689, -0.70320)  0.26
H (-6.11965, -4.47287, -0.04889)  0.24



Values for E_LUMO, Eh, ordered as above
-0.1681; -0.1900
Values for ΔE to the lowest compared entry with this formula, charge and spin, kJ/mol, ordered as above
561.3; 62.4
Values for E, hartree, ordered as above
-1736.2880; -3034.7781